Entry from the Open Molecules 2025 dataset: a structure of composition C14H14N2O2S (ωB97M-V/def2-TZVPD).

XYZ file:
```
33
Properties=species:S:1:pos:R:3:forces:R:3:lowdin_charge:R:1
C 5.5900 0.5819 -0.7657 2.559 -0.323 -5.830 -0.06
C 4.6407 0.7378 0.2159 -3.995 2.224 4.773 -0.41
O 4.8122 1.5789 1.1370 -1.012 -2.628 -2.156 0.05
C 3.2934 -0.0680 0.0393 0.148 -0.578 -1.275 -0.15
C 2.3188 -0.1441 0.9395 0.371 4.416 7.743 -0.07
C 1.0465 -0.7411 1.0741 -0.338 -0.589 1.120 -0.06
C 0.7210 -1.5599 0.0658 3.831 2.755 -5.363 -0.13
C 1.7478 -1.5132 -1.2370 1.614 6.701 14.529 0.09
C 2.9066 -0.8216 -1.1308 1.660 -0.572 0.033 -0.04
H 3.7078 -0.9880 -1.8517 -0.564 0.276 -0.558 0.11
H 1.5027 -1.9596 -1.9527 -3.646 -6.932 -10.811 -0.02
N -0.4684 -2.0610 -0.3417 4.726 0.080 -1.137 0.01
C -1.5917 -2.1310 0.1595 -8.206 4.667 5.693 -0.77
N -1.8581 -0.6775 0.8968 -1.852 -7.607 0.511 0.06
H -1.2373 -0.0251 0.5741 1.159 2.353 -1.030 0.05
C -3.2849 -0.4102 1.3867 4.488 -6.473 -15.642 -0.11
C -3.6841 0.6019 0.4968 -5.222 9.239 -2.944 -0.16
C -4.3157 1.9026 0.8825 2.126 -1.197 -0.961 0.05
C -4.4642 2.7417 -0.4722 -2.749 2.822 9.751 -0.06
C -4.1866 1.8556 -1.2883 1.409 -2.894 -6.536 -0.31
O -3.6884 0.6710 -0.9922 0.564 -1.829 4.099 0.04
H -4.2902 2.0020 -2.3173 0.061 -0.130 -1.720 0.12
H -5.0233 3.7150 -0.4568 1.032 -1.292 -0.593 0.12
H -4.5295 2.3538 1.9701 0.681 -1.435 -2.672 0.13
H -3.2185 0.0792 2.0750 0.608 7.834 15.374 -0.01
H -3.7661 -1.2399 1.1190 -2.239 -3.780 0.635 0.04
S -2.7071 -3.3548 0.1262 0.656 0.765 -0.152 0.67
H -0.2759 -2.8176 -0.8598 0.534 -3.523 -2.785 0.10
H 0.3408 -0.6624 1.9705 1.485 0.266 -1.334 0.14
H 2.5612 0.5960 2.0289 -0.512 -2.263 -3.385 0.20
H 6.4179 1.2940 -0.6431 0.183 -0.935 0.337 0.10
H 5.8026 -0.4873 -1.0574 0.351 1.067 0.728 0.12
H 5.1800 0.9510 -1.7908 0.091 -0.486 1.560 0.14
```
Positions in Å, forces in eV/Å.

Summary:
charge = 0
energy relative to the best compared isomer or geometry (same formula, charge and spin) = 295.1 kcal per mole
molecular weight = 274.34 g mol⁻¹
spin multiplicity = 1

Entry from the Open Molecules 2025 dataset: a structure of composition C14H14N2O3PtS (ωB97M-V/def2-TZVPD).

XYZ file:
```
35
Properties=species:S:1:pos:R:3:forces:R:3:lowdin_charge:R:1
C -3.2383 -1.6691 -1.0739 -1.013 0.591 0.585 -0.18
C -3.7491 -0.3213 -1.1358 -0.959 -0.871 0.818 -0.22
C -3.4880 0.3202 0.1255 -0.402 -0.846 0.233 -0.17
C -2.7950 -0.6221 0.9742 -1.561 -0.547 -0.315 -0.22
C -2.6460 -1.8587 0.2273 -0.757 0.821 0.246 -0.16
Pt -1.4444 -0.1934 -0.8210 0.599 0.570 0.972 1.32
N -0.3681 -1.0668 -2.3003 2.128 -0.633 -0.748 -0.05
C -0.4388 -0.1122 -3.3521 -0.918 1.447 -0.068 -0.34
C -1.5132 0.8214 -2.7097 0.110 0.012 -2.318 -0.23
H -3.8039 1.3210 0.4256 0.223 -0.394 -0.214 0.12
H -4.2974 0.1139 -1.9651 0.280 -0.092 0.196 0.10
H -2.6182 -0.4950 2.0377 0.270 0.050 -0.427 0.10
H -2.2058 -2.7699 0.6148 0.046 0.209 -0.146 0.11
H -3.3409 -2.4263 -1.8397 0.170 0.166 0.022 0.10
H -2.5009 0.6638 -3.1539 0.302 0.442 -0.037 0.02
H -0.7225 -0.5236 -4.3341 0.190 -0.035 0.199 0.11
H 0.4916 -1.5888 -2.1640 0.037 -0.527 -0.458 0.08
H -1.1912 1.8625 -2.6829 -0.219 -0.001 0.142 0.05
H 0.5113 0.4576 -3.4261 -0.301 -0.721 -0.095 0.10
O 1.7100 0.7044 -1.5007 -0.155 -0.263 1.853 0.04
C 1.4930 0.5218 -0.2950 -0.647 -0.230 -0.673 -0.46
N 0.2645 0.1607 0.2426 0.782 0.248 0.853 -0.25
S 0.1986 -0.0401 1.9161 1.000 0.369 -1.285 0.65
O -0.6176 0.9829 2.5233 0.335 -0.503 -0.149 -0.29
O -0.0534 -1.4254 2.2435 0.063 0.697 -0.071 -0.30
C 1.9226 0.3477 2.0403 0.625 -0.005 1.098 -0.22
C 2.6767 0.3773 3.2104 0.141 0.077 -0.353 -0.03
C 4.0385 0.6953 3.1076 -0.326 -0.054 0.051 -0.06
C 4.6196 0.9708 1.8630 -0.206 -0.047 -0.018 -0.06
C 3.8454 0.9301 0.7032 -0.497 -0.068 0.059 0.01
C 2.4814 0.6197 0.8072 0.935 0.205 0.159 -0.13
H 2.1926 0.1562 4.1581 0.248 0.062 -0.066 0.12
H 4.6484 0.7309 4.0110 -0.158 -0.015 -0.261 0.11
H 5.6812 1.2208 1.8051 -0.358 -0.101 0.009 0.11
H 4.2571 1.1338 -0.2823 -0.008 -0.014 0.205 0.12
```
Positions in Å, forces in eV/Å.

Summary:
charge = 0
electronic energy = -1394.36738 hartree
expectation value of S² = 6.0159
molecular weight = 485.42 g mol⁻¹
spin multiplicity = 5

Entry from the Open Molecules 2025 dataset: a structure of composition C14H14N3O5RuS (ωB97M-V/def2-TZVPD).

XYZ file:
```
38
Properties=species:S:1:pos:R:3:forces:R:3:lowdin_charge:R:1
Ru 0.0391 0.5464 -1.3392 -1.098 1.224 0.055 1.24
N -1.6521 -0.1253 -2.5466 0.292 0.206 -0.035 -0.05
C -2.9333 -0.0455 -1.8287 0.079 -0.312 -0.261 -0.12
C -2.9932 1.2881 -1.1746 -0.415 -0.098 0.016 -0.43
O -3.9487 1.9969 -1.1580 0.059 0.285 0.240 0.19
N -1.7249 1.6223 -0.5656 1.870 -1.501 -1.017 -0.01
C -1.5189 2.8774 -0.3154 -1.367 -0.193 2.712 -0.04
C -0.5398 3.4636 -1.9054 1.698 0.627 -2.463 -0.47
O -0.7721 4.5857 -2.0900 -0.520 0.122 0.732 0.28
O 0.0380 2.4619 -2.2638 -0.304 -0.450 0.803 0.02
H -1.6455 0.5291 -3.3220 -0.193 -0.036 -0.240 0.11
H -1.5591 -1.0474 -2.9544 0.221 -0.130 0.023 0.11
H -2.9473 -0.8074 -1.0493 -0.004 -0.088 0.027 0.13
H -3.7952 -0.1817 -2.4748 -0.092 0.013 -0.024 0.14
H -0.7385 3.0999 0.4130 0.420 0.181 -0.544 0.14
H -2.3861 3.5323 -0.2939 0.028 0.191 -0.371 0.13
S 1.3778 -3.7077 -1.4837 0.046 -0.025 0.014 1.11
C 0.1509 -3.6461 -0.2991 0.028 -0.169 0.027 -0.35
C -0.2808 -2.3760 -0.1347 -0.013 0.188 -0.058 -0.21
N 0.3481 -1.4632 -0.9525 -0.264 0.005 0.304 -0.19
C 1.2504 -2.0394 -1.7178 -0.039 -0.134 0.179 -0.46
H -0.1816 -4.5341 0.2161 0.032 0.073 -0.014 0.09
H -1.0378 -2.0440 0.5581 0.057 0.052 0.034 0.12
H 1.8670 -1.5015 -2.4238 0.025 0.012 0.038 0.09
O 3.9033 0.7938 0.0824 -0.100 0.036 -0.322 0.12
C 2.7139 0.6601 0.1887 -0.053 -0.438 0.314 -0.54
O 1.8705 0.9312 -0.8214 -0.250 0.217 0.104 -0.22
C 2.1199 0.1294 1.4743 -0.161 0.307 -0.297 -0.15
C 0.8324 0.4494 1.8973 0.127 -0.108 0.293 -0.07
C 0.3354 -0.0650 3.0880 0.022 0.069 -0.055 -0.08
C 1.1334 -0.8914 3.8677 -0.034 -0.057 0.003 -0.07
C 2.4266 -1.1912 3.4609 0.061 -0.001 -0.027 -0.06
C 2.9247 -0.6739 2.2724 -0.057 -0.124 0.058 -0.01
H 0.2399 1.1601 1.3453 -0.135 0.015 -0.218 0.07
H -0.6633 0.1984 3.4178 0.062 0.011 0.015 0.11
H 0.7537 -1.2848 4.8027 0.015 0.000 -0.038 0.11
H 3.0557 -1.8200 4.0785 -0.021 0.023 -0.019 0.11
H 3.9375 -0.8805 1.9516 -0.023 0.006 0.010 0.12
```
Positions in Å, forces in eV/Å.

Summary:
charge = +1
electronic energy = -1575.15540 hartree
molecular weight = 437.42 g mol⁻¹
spin multiplicity = 1

Entry from the Open Molecules 2025 dataset: a structure of composition C14H15AgN4S3 (ωB97M-V/def2-TZVPD).

XYZ file:
```
37
Properties=species:S:1:pos:R:3:forces:R:3:lowdin_charge:R:1
Ag -0.4566 -2.3216 0.2832 -0.085 0.157 -0.362 0.49
N -0.2239 -0.6341 1.4369 0.047 0.596 1.830 0.05
C -0.1900 -0.0897 2.4693 0.067 0.258 -2.503 -0.27
N -0.1257 0.6028 3.5639 -1.540 -1.281 0.531 -0.11
C 0.2390 1.9946 3.5986 1.241 1.517 -0.492 -0.14
C -0.1884 2.6704 4.9311 -1.491 0.758 -0.417 -0.20
C 0.1241 1.8955 6.1832 0.113 -2.231 2.113 -0.20
C -0.2627 0.3449 6.0690 -0.964 1.240 -0.207 -0.17
C 0.0065 -0.3477 4.7245 0.689 1.924 0.303 -0.11
H -0.1422 2.5596 2.6789 0.059 -0.977 1.387 0.15
H 1.3617 2.0661 3.4627 -0.894 -0.003 0.470 0.14
H -1.2690 3.0223 4.9210 1.042 -0.870 -0.228 0.13
H 0.3494 3.5968 5.0092 0.370 0.563 -0.221 0.10
H -0.4102 2.2288 7.1974 1.111 -0.225 -2.494 0.15
H 1.2083 1.9085 6.3939 -0.313 0.332 -0.121 0.10
H -1.3357 0.3859 6.2860 0.049 -0.634 -0.091 0.10
H 0.2460 -0.2491 6.8288 -0.159 0.188 0.136 0.11
H -0.6664 -1.1986 4.5106 0.713 0.309 0.317 0.14
H 1.0806 -0.5314 4.6984 -0.035 -1.089 0.206 0.13
S 0.6286 -3.9641 -6.4904 -0.108 0.595 0.233 0.56
C 0.3274 -3.4549 -4.9239 0.930 -1.236 -1.470 -1.07
S 0.4820 -4.6956 -3.6789 -0.634 0.600 -0.639 0.95
C -0.2200 -3.5807 -2.5873 -0.221 1.761 1.014 -1.17
N -0.2802 -2.3288 -2.9909 -0.368 -1.870 -0.347 -0.01
N 0.0217 -2.2740 -4.3856 -0.341 -0.775 2.142 -0.13
C -0.0616 -0.9843 -4.8957 1.079 3.573 1.016 -0.19
C -0.1557 0.1196 -3.9808 -0.767 -0.807 0.510 -0.02
C -0.0484 1.4433 -4.4024 0.328 -0.837 -0.032 -0.10
C 0.1918 1.7083 -5.7355 0.346 0.300 -1.311 -0.10
C 0.1864 0.6693 -6.6923 -0.096 0.233 1.821 -0.06
C 0.1667 -0.6282 -6.2098 -0.956 -1.970 -0.831 -0.05
S -0.8591 -4.1377 -1.0555 0.341 -0.476 -0.391 0.36
H -0.3784 -0.0902 -2.9274 0.247 0.133 -0.587 0.09
H -0.1082 2.2785 -3.7031 0.062 -0.415 -0.029 0.10
H 0.4816 2.7294 -6.0067 -0.623 -0.291 -0.208 0.10
H 0.1003 0.8076 -7.7495 0.561 0.368 -0.387 0.10
H 0.1805 -1.5214 -6.8307 0.197 0.583 -0.660 0.03
```
Positions in Å, forces in eV/Å.

Summary:
charge = 0
energy relative to the best compared isomer or geometry (same formula, charge and spin) = 0.0 kcal per mole
molecular weight = 443.37 g mol⁻¹
spin multiplicity = 1